Formula: C24H30N4OS
Source: OMol25
Level of theory: the ωB97M-V functional and the def2-TZVPD basis

The geometry in XYZ format:
```
60
Properties=species:S:1:pos:R:3
C -1.06140 2.62891 -0.88532
C -0.92315 1.13088 -1.16672
N 0.16197 0.74764 -2.06057
C 0.03428 1.27215 -3.41286
C 0.78115 0.40462 -4.42195
C 1.49032 0.91940 -1.47976
C 2.16906 -0.42403 -1.15908
N 1.53850 -1.18007 -0.09791
C 2.00398 -0.93112 1.25354
C 1.37491 0.31303 1.81845
C 0.07808 0.35404 2.19976
C -0.53992 1.55780 2.65537
C -1.88999 1.62050 3.02014
C -2.43432 2.80952 3.44034
C -1.64481 3.95574 3.50702
C -0.30902 3.93754 3.15713
C 0.53042 5.17883 3.23363
C 0.24806 2.72217 2.72463
N 1.56377 2.63623 2.34970
C 2.20437 1.51214 1.87767
O 3.37457 1.57747 1.53518
C 0.52712 -2.05608 -0.32891
S -0.05183 -3.05343 0.86478
N 0.00954 -2.02304 -1.58635
C -0.87353 -2.92554 -2.17369
C -0.84666 -4.29128 -1.90572
C -1.71955 -5.14027 -2.55946
C -2.61619 -4.65060 -3.49382
C -2.63234 -3.29514 -3.77829
C -1.76844 -2.43802 -3.12584
H -1.31440 3.17344 -1.79185
H -1.84823 2.78833 -0.15263
H -0.13733 3.03851 -0.48269
H -0.76995 0.60147 -0.22277
H -1.85620 0.76246 -1.60391
H 0.39959 2.30861 -3.48569
H -1.02880 1.27450 -3.66722
H 1.84955 0.40026 -4.22200
H 0.41861 -0.62016 -4.39009
H 0.62384 0.79508 -5.42422
H 1.43620 1.50382 -0.55809
H 2.13903 1.46473 -2.17115
H 2.21281 -1.04344 -2.05952
H 3.19118 -0.20679 -0.83772
H 1.73359 -1.80036 1.85970
H 3.08967 -0.80857 1.24114
H -0.52148 -0.54492 2.15747
H -2.48757 0.72357 2.96326
H -3.47471 2.86310 3.72198
H -2.08748 4.88278 3.84089
H -0.06625 6.01442 3.58896
H 1.36542 5.04170 3.92130
H 0.93059 5.44075 2.25347
H 2.13928 3.46712 2.41096
H 0.05110 -1.09957 -2.03393
H -0.14657 -4.68463 -1.18758
H -1.69291 -6.19715 -2.33920
H -3.29491 -5.31987 -4.00082
H -3.32317 -2.90268 -4.51065
H -1.78406 -1.37939 -3.34477
```

Results
LUMO energy ... 0.089 eV
HOMO energy ... -7.76 eV
E_tot ... -44219.7466 eV
Relative energy (zero: lowest compared OMol25 entry of this formula, charge and spin) ... 0.000 eV
Max |F| ... 0.826 eV Å⁻¹
SMILES ... CCN(CC)CCN(Cc1cc2cccc(C)c2[nH]c1=O)C(=S)Nc1ccccc1

Formula: C2H3BrO3
Source: OMol25
Level of theory: the ωB97M-V functional and the def2-TZVPD basis

The geometry in XYZ format:
```
9
Properties=species:S:1:pos:R:3
C -1.81153 0.50285 -0.07162
C -0.27598 -0.27473 0.12764
O -1.97683 1.65478 -0.00508
O 0.59922 0.58961 0.66304
O -2.68404 -0.47780 0.06660
Br -4.48845 -0.06504 -0.06114
H -0.04641 -0.71239 -0.76745
H -0.45193 -1.11959 0.82535
H 1.18823 1.00326 0.06355
```

Results
LUMO energy (spin up / spin down) ... 0.692 / -3.785 eV
HOMO energy (spin up / spin down) ... -7.69 / -9.85 eV
E_tot ... -78302.3587 eV
Max |F| ... 5.578 eV Å⁻¹
2S+1 ... 3
Expectation value of S² ... 2.007

Formula: C20H24AsCl2N4O9OsP3S4
Source: OMol25
Level of theory: the ωB97M-V functional and the def2-TZVPD basis

The geometry in XYZ format:
```
68
Properties=species:S:1:pos:R:3
Os 2.78851 -0.68825 -0.44916
S 7.54357 -0.06478 -0.86070
As 5.67885 0.79907 -0.59511
S 4.16902 0.02383 -2.11108
S 4.48219 -0.25812 1.02644
S 5.46317 2.87634 -0.43039
O 2.32315 -5.33144 -0.16594
P 3.28952 -4.03285 -0.10972
O 4.68431 -4.45009 -0.22954
O 2.63100 -2.98076 -0.98203
O 3.00980 -3.51432 1.44194
P 1.78594 -2.68239 1.99026
O 0.51741 -3.61539 1.55173
O 1.81342 -2.52205 3.45142
O 1.61934 -1.40903 1.13073
H 1.40816 -5.04012 -0.05460
H -0.04461 -3.74423 2.32404
Cl -1.16036 -1.23748 3.37348
C -2.27549 -0.19550 2.56039
C -2.90951 0.79642 3.29208
C -3.78509 1.66331 2.66268
C -4.00312 1.54771 1.29923
C -3.34486 0.57178 0.57285
Cl -3.54913 0.55259 -1.14237
C -2.47049 -0.34451 1.18122
N -1.76370 -1.28365 0.43799
C -2.39826 -2.25356 -0.35676
C -3.73085 -2.59244 -0.14483
C -4.35733 -3.53396 -0.94834
C -3.65083 -4.15938 -1.96123
C -2.31534 -3.82729 -2.15861
C -1.66980 -2.88056 -1.37871
C -0.23053 -2.53458 -1.60707
C 0.00067 -1.09063 -2.04442
O -0.83250 -0.49169 -2.70419
O 1.14776 -0.56863 -1.72358
H -2.70771 0.87426 4.35149
H -4.28178 2.44061 3.22846
H -4.64967 2.23784 0.77563
H -0.82000 -1.49004 0.75229
H -4.28089 -2.11082 0.65477
H -5.39817 -3.77851 -0.77226
H -4.13004 -4.89581 -2.59427
H -1.75375 -4.30490 -2.95338
H 0.18789 -3.16775 -2.39249
H 0.37141 -2.72942 -0.72516
C -0.11831 4.19441 0.86118
N -0.69252 3.28091 -0.12135
C -0.34698 3.76213 -1.45863
N 1.08333 3.95987 -1.67405
C 1.60560 4.84098 -0.63262
N 1.32146 4.39843 0.73447
C 2.06787 3.17107 1.05475
P 1.64107 1.77144 -0.08154
C -0.19731 1.91226 0.08294
C 1.80222 2.67901 -1.68337
H -0.33804 3.81611 1.86310
H -0.60607 5.16715 0.73917
H -0.84750 4.72479 -1.60575
H -0.72234 3.04869 -2.19471
H 1.14835 5.82712 -0.76406
H 2.68645 4.92827 -0.75554
H 1.84565 2.86986 2.08224
H 3.14024 3.35850 0.98272
H -0.47290 1.59040 1.08990
H -0.67177 1.24129 -0.63686
H 1.40726 2.03108 -2.46878
H 2.86294 2.84742 -1.87641
```

Results
LUMO energy (spin up / spin down) ... 3.807 / 3.229 eV
Total charge ... -2
HOMO energy (spin up / spin down) ... -2.34 / -3.02 eV
E_tot ... -205088.9940 eV
Relative energy (zero: lowest compared OMol25 entry of this formula, charge and spin) ... 0.000 eV
Max |F| ... 0.375 eV Å⁻¹
2S+1 ... 5
Expectation value of S² ... 6.027

- Which value of max |F| does entry 3 give?
  0.375 eV Å⁻¹

Copy entry 2 word for word.
Formula: C2H3BrO3
Source: OMol25
Level of theory: the ωB97M-V functional and the def2-TZVPD basis

The geometry in XYZ format:
```
9
Properties=species:S:1:pos:R:3
C -1.81153 0.50285 -0.07162
C -0.27598 -0.27473 0.12764
O -1.97683 1.65478 -0.00508
O 0.59922 0.58961 0.66304
O -2.68404 -0.47780 0.06660
Br -4.48845 -0.06504 -0.06114
H -0.04641 -0.71239 -0.76745
H -0.45193 -1.11959 0.82535
H 1.18823 1.00326 0.06355
```

Results
LUMO energy (spin up / spin down) ... 0.692 / -3.785 eV
HOMO energy (spin up / spin down) ... -7.69 / -9.85 eV
E_tot ... -78302.3587 eV
Max |F| ... 5.578 eV Å⁻¹
2S+1 ... 3
Expectation value of S² ... 2.007

- Number 3 is which compound?
  C20H24AsCl2N4O9OsP3S4

- Among the records above, which one has the lowest max |F|?
  C20H24AsCl2N4O9OsP3S4